(1)
ORCA calculation (ωB97M-V with the def2-TZVPD basis set) on 2 unconnected molecules or ions with the total composition C4H7NS3 in a non-equilibrium geometry.

For the orbital gap, the calculation gives 6.553 eV. The calculation puts the total energy at -1405.741975 hartree. Its relative energy (zero: lowest compared OMol25 entry of this formula, charge and spin) is 476.6 kJ/mol. The charge is 0. The calculation puts the LUMO energy at -0.06414 hartree.

Positions of all 15 atoms, in Å:
C 2.3666 0.7244 -0.3371
C 1.1626 -0.1244 -0.1010
C -1.0646 -0.5292 0.9899
C -1.9198 -1.0681 -0.2043
H 3.3016 0.1446 -0.3859
H 2.1322 0.9804 -1.3942
H 2.3434 1.5269 0.3886
H -2.0807 1.1322 -0.8792
H -1.6289 0.1526 1.7573
H -0.7012 -1.2754 1.5448
H -1.4243 -1.5921 -1.0542
N 0.1235 0.3211 0.4948
S 1.3382 -1.9008 -0.2652
S -0.4270 1.9651 -0.1902
S -3.5218 -0.4571 -0.3640

Löwdin atomic charge list, values in e, 2 entries: -0.14 -0.89

(2)
ORCA calculation (ωB97M-V with the def2-TZVPD basis set) on a single C19H21N5O3 molecule in a non-equilibrium geometry.

Its structure (SMILES) is CCOC(=O)c1ccc(NC(=O)CCc2c(C)nc3ncnn3c2C)cc1. For the orbital gap, the calculation gives 7.836 eV. The calculation puts the total energy at -1235.580214 hartree. Its relative energy (zero: lowest compared OMol25 entry of this formula, charge and spin) is 1700.6 kJ/mol. The charge is 0. The calculation puts the LUMO energy at -0.02551 hartree.

Positions of all 48 atoms, in Å:
C 3.1398 -6.0715 -1.4238
C 3.2157 -4.6222 -1.9647
H 4.2092 -4.3072 -1.6635
H 3.0505 -4.6569 -3.0648
O 2.2662 -3.8790 -1.5526
C 2.8126 -3.3394 -0.2482
O 3.9560 -3.5753 0.2983
C 1.6237 -2.4868 0.3743
C 0.4768 -2.2265 -0.2938
C -0.4280 -1.2259 0.1832
C -0.1136 -0.6916 1.6468
C 1.0128 -1.0544 2.2047
C 1.8702 -1.8069 1.3983
H 2.8983 -1.9654 2.1961
H 1.1465 -0.4981 3.0402
N -0.8779 0.3073 2.0001
C -2.2119 0.7714 1.4226
O -2.7879 0.1699 0.6581
C -2.8475 2.0097 2.3629
H -3.6688 2.1375 2.0644
C -1.9382 3.0831 1.7410
C -1.1046 2.8833 0.5062
C -2.0735 2.7685 -0.5830
N -1.3441 2.4590 -1.7944
N -2.2821 2.0554 -2.9121
C -1.1003 1.9407 -3.7869
N 0.1502 1.8866 -3.3848
C -0.1979 2.2032 -1.7993
N 0.7900 2.3855 -0.9432
C 0.1500 2.8040 0.1962
C 1.0379 2.9404 1.4344
H 2.0062 2.7293 0.8833
H 0.9480 2.3100 2.1986
H 1.0120 3.9691 1.5772
H -1.1338 1.6264 -4.9165
C -3.6014 2.9377 -0.5253
H -4.0623 3.0545 -1.7601
H -3.7152 3.8247 -0.0016
H -4.0273 1.9424 -0.4014
H -0.9577 3.3321 2.5991
H -2.4385 4.2206 1.6569
H -2.3779 1.8950 3.4381
H -0.5743 0.7032 2.7941
H -1.2623 -1.0672 -0.4312
H 0.3307 -2.7334 -1.2060
H 3.6738 -6.7159 -2.0121
H 3.3112 -6.0930 -0.4709
H 2.0385 -6.3338 -1.7349

Löwdin atomic charge list, values in e, 2 entries: -0.02 -0.41

(3)
ORCA calculation (ωB97M-V with the def2-TZVPD basis set) on a molecular structure, C31H67BBeBrClF8N2O13P2S in a non-equilibrium geometry.

For the orbital gap, the calculation gives 1.199 eV. The calculation puts the total energy at -7262.538891 hartree. The charge is 0. The calculation puts the LUMO energy at -0.12286 hartree.

Positions of all 128 atoms, in Å:
C 6.9192 -2.4175 4.0584
O 6.1917 -2.6480 2.8832
C 6.7087 -1.9568 1.7363
C 6.8566 -0.4398 1.9450
C 6.7311 0.2966 0.6016
C 5.2649 0.5231 0.1937
C 4.3689 1.3153 1.1688
B 3.6298 0.3192 2.2471
O 3.3881 -1.0023 1.7315
C 2.0616 -1.0297 1.2504
C 1.7491 -2.4987 0.9400
C 2.9820 -3.3856 1.0717
O 2.4991 -4.7091 0.7218
C 3.4637 -5.6546 0.5625
C 4.3027 -5.9397 1.7692
O 3.5711 -6.2014 -0.4895
C 1.3547 -0.2835 2.4231
P 0.7230 -1.3791 3.7537
O 0.4998 -0.3896 5.0435
Cl 2.2505 -2.5626 4.3843
O 2.2743 0.7301 2.7952
H 6.5835 -1.5043 4.5780
H 6.7423 -3.2674 4.7283
H 7.9975 -2.3559 3.8537
H 6.0092 -2.1652 0.9227
H 7.6702 -2.4028 1.4437
H 7.8568 -0.2252 2.3535
H 6.1505 -0.0980 2.7059
H 7.1726 -0.3587 -0.1627
H 7.3291 1.2181 0.5714
H 5.2561 1.0637 -0.7653
H 4.8339 -0.4611 -0.0070
H 4.9291 2.1092 1.6512
H 3.5717 1.8152 0.5724
H 4.3645 0.1724 3.2661
H 1.9718 -0.3585 0.3800
H 0.9258 -2.8825 1.5521
H 1.4407 -2.5887 -0.1075
H 3.4222 -3.3982 2.0692
H 3.7393 -3.0866 0.3401
H 4.8034 -6.8989 1.6448
H 5.0491 -5.1391 1.8821
H 3.6879 -5.9112 2.6730
H 0.4463 0.2095 2.0347
H 1.3414 -0.1634 5.4703
C -4.8572 4.7186 -0.0151
C -3.5558 4.1834 0.5650
C -3.5676 2.7353 1.0306
C -4.3229 2.4510 2.3069
N -3.6443 3.1273 3.5174
C -3.6356 2.1673 4.6857
C -2.4418 1.2769 4.4177
C -1.3809 2.2604 3.8996
C -2.1503 3.4440 3.3093
C -4.3876 4.3569 3.8958
H -5.6818 4.8106 0.7191
H -4.6734 5.7138 -0.4255
H -5.2003 4.0764 -0.8319
H -3.1966 4.8470 1.3523
H -2.7373 4.2065 -0.1543
H -2.5430 2.3874 1.1607
H -3.9620 2.1103 0.2235
H -4.3444 1.3825 2.5110
H -5.3624 2.7822 2.2761
H -3.5007 2.7686 5.5849
H -4.5911 1.6467 4.7290
H -2.6840 0.5305 3.6602
H -2.1003 0.7444 5.3015
H -0.7200 1.7996 3.1678
H -0.7536 2.6085 4.7194
H -1.9305 3.6215 2.2646
H -1.9490 4.3678 3.8478
H -5.4119 4.0828 4.1433
H -4.3675 5.0506 3.0600
H -3.9106 4.8081 4.7617
N -8.3139 5.6627 0.0803
H -7.7651 6.1817 -0.6101
H -9.3156 5.8370 -0.0782
H -8.1282 4.6642 -0.0401
H -8.0336 5.9502 1.0181
C 1.9777 -4.4768 -3.2017
C 3.3939 -4.3701 -3.7315
O 3.3156 -3.2038 -4.5392
C 2.3381 -2.4016 -4.0365
O 2.1860 -1.2590 -4.3150
O 1.5724 -3.1008 -3.1702
F 3.7334 -5.4255 -4.5083
H 1.3437 -5.0250 -3.9008
H 1.9166 -4.9222 -2.2116
H 4.1595 -4.2315 -2.9675
F 3.1229 3.5986 4.8326
P 4.9499 3.3856 4.6480
F 4.5962 1.9203 5.1660
F 4.9425 3.8142 6.1921
F 4.2314 3.6153 2.9997
F 6.1980 2.7503 3.9541
F 5.5916 4.8204 4.3978
Be 2.7295 3.5342 3.3952
C -13.0476 4.1062 -2.6624
C -13.2955 4.2917 -1.1648
C -11.8751 4.3163 -0.6208
O -11.0551 4.8856 -1.6543
C -11.8041 4.9518 -2.8857
H -13.8814 4.4242 -3.2842
H -12.8385 3.0580 -2.8811
H -13.7893 5.2471 -0.9806
H -13.8997 3.5052 -0.7183
H -11.5167 3.3044 -0.4048
H -11.7839 4.9214 0.2865
H -12.0591 5.9961 -3.0820
H -11.1760 4.5895 -3.6977
O 1.5758 -5.9034 -10.7144
S 2.2814 -6.8831 -9.9407
O 1.6707 -7.4060 -8.7570
O 3.7244 -6.3366 -9.6135
C 3.8286 -5.0238 -8.9886
C 3.4949 -5.0387 -7.5160
C 2.7852 -8.2164 -10.9688
H 3.2058 -4.3217 -9.5434
H 4.8654 -4.7367 -9.1478
H 2.4415 -5.2617 -7.3516
H 3.7128 -4.0654 -7.0779
H 4.0784 -5.7971 -6.9976
H 3.2657 -7.8133 -11.8555
H 1.8832 -8.7636 -11.2334
H 3.4638 -8.8503 -10.4049
F 7.9657 -3.9251 0.3699
Br -0.4847 4.3517 -0.0081

Löwdin atomic charge list, values in e, 2 entries: -0.14 -0.20

Number 1: E_HOMO -0.3050 Eh. Number 2: E_HOMO -0.3135 Eh. Number 3: E_HOMO -0.1669 Eh.